No. 1
The following is a DFT calculation (the ωB97M-V functional and the def2-TZVPD basis) of a molecular structure, C11H32MnNO7P2SbSi3 in a non-equilibrium geometry.

Each line ends with the natural charge from an NBO analysis.
Positions of all 58 atoms, in Å:
Mn 1.216 -1.466 0.665  1.509
O 1.787 -3.404 4.242  -0.975
P 1.151 -2.361 3.232  2.537
O 0.802 -1.073 3.853  -1.126
O 2.080 -2.326 2.039  -1.081
O -0.166 -3.223 2.750  -1.080
P -0.992 -2.652 1.454  1.621
O 0.079 -3.238 0.217  -1.037
O -0.515 -1.185 1.435  -1.118
O 0.585 -0.529 -0.681  -1.090
H 1.497 -3.230 5.135  0.518
H 0.116 -4.200 0.206  0.529
C 5.400 -2.186 -0.585  -0.750
C 4.054 -1.795 -0.338  0.571
N 2.960 -1.455 -0.171  -0.472
H 6.078 -1.353 -0.396  0.289
H 5.507 -2.502 -1.624  0.286
H 5.667 -3.011 0.077  0.291
C 0.207 0.008 -3.771  -1.103
Si 0.374 1.536 -2.625  1.355
C -0.394 3.109 -3.403  -1.108
C 2.168 1.867 -2.022  -1.100
Sb -0.813 0.759 -0.410  0.711
Si -0.037 1.959 1.862  1.415
C -0.393 3.808 1.449  -1.108
C 1.815 1.503 1.946  -1.068
C -1.123 1.319 3.285  -1.132
Si -3.086 -0.573 -0.694  1.347
C -4.146 0.717 -1.644  -1.106
C -3.877 -0.869 1.024  -1.104
C -2.672 -2.129 -1.729  -1.110
H 0.875 0.053 -4.626  0.251
H -0.807 -0.101 -4.148  0.241
H 0.455 -0.876 -3.188  0.252
H 0.182 3.382 -4.279  0.249
H -0.384 3.953 -2.722  0.243
H -1.419 2.951 -3.719  0.244
H 2.873 2.012 -2.836  0.251
H 2.495 1.014 -1.427  0.236
H 2.205 2.756 -1.396  0.240
H 0.069 4.132 0.520  0.238
H -0.037 4.451 2.246  0.253
H -1.463 3.978 1.357  0.246
H 2.468 2.190 1.416  0.253
H 1.937 0.492 1.505  0.171
H 2.153 1.430 2.976  0.278
H -2.123 1.050 2.954  0.243
H -1.214 2.047 4.086  0.253
H -0.650 0.426 3.694  0.302
H -4.174 1.662 -1.110  0.240
H -5.168 0.371 -1.753  0.254
H -3.757 0.917 -2.637  0.241
H -4.364 0.036 1.381  0.247
H -3.132 -1.167 1.757  0.244
H -4.629 -1.653 0.987  0.258
H -2.505 -1.869 -2.771  0.249
H -3.459 -2.877 -1.694  0.259
H -1.759 -2.584 -1.353  0.250

Computed properties:
- Expectation value of S²: 6.04
- F_max: 0.06514 hartree/bohr
- 2S+1: 5
- Total charge: +1
- LUMO level (alpha / beta): -3.3 / -3.1 eV
- Energy relative to the best compared isomer or geometry (same formula, charge and spin): 183.16 kJ/mol

***

No. 2
The following is a DFT calculation (the ωB97M-V functional and the def2-TZVPD basis) of 2 unconnected molecules or ions with the total composition C17H29N2O4 in a non-equilibrium geometry.

Each line ends with the natural charge from an NBO analysis.
Positions of all 52 atoms, in Å:
C 2.943 1.693 3.211  -0.637
C 3.355 0.590 2.122  -0.215
C 2.753 -0.820 2.646  -0.635
C 2.853 0.902 0.638  -0.399
C 1.278 1.250 0.569  -0.275
C 1.114 2.863 0.440  -0.623
C 0.498 0.505 -0.603  -0.066
O -0.011 -0.829 -0.232  -0.557
C -1.268 -0.698 0.418  0.264
C -2.517 -0.745 -0.257  -0.331
C -3.836 -0.510 0.639  0.539
O -4.906 -1.105 0.470  -0.488
C -3.641 0.593 1.803  -0.035
C -4.767 1.666 2.197  -0.257
N -4.081 2.977 2.514  -0.835
C -2.396 0.602 2.487  -0.281
C -1.336 -0.502 2.016  0.501
O -0.639 -1.161 2.810  -0.488
H 3.218 2.759 2.926  0.216
H 1.842 1.586 3.531  0.205
H 3.554 1.447 4.156  0.226
H 4.502 0.530 2.099  0.212
H 2.179 -0.699 3.622  0.227
H 3.646 -1.527 2.766  0.218
H 2.102 -1.251 1.806  0.212
H 3.417 1.770 0.144  0.212
H 3.080 -0.020 -0.018  0.195
H 0.858 0.994 1.605  0.232
H 1.969 3.324 -0.152  0.212
H 1.162 3.323 1.494  0.232
H 0.126 3.156 -0.040  0.214
H 1.231 0.374 -1.483  0.177
H -0.365 1.133 -1.039  0.194
H -2.572 -0.921 -1.387  0.229
H -5.402 1.862 1.270  0.218
H -5.388 1.324 3.089  0.215
H -3.706 2.933 3.470  0.356
H -4.846 3.670 2.453  0.373
H -2.137 1.356 3.304  0.251
C 0.084 -1.478 -3.197  -0.743
C 0.804 -1.743 -4.478  0.689
O 1.116 -0.928 -5.303  -0.445
N 1.217 -3.088 -4.836  -0.565
C 0.095 -3.965 -5.274  -0.424
H 0.068 -0.407 -3.007  0.288
H -0.942 -1.845 -3.267  0.266
H 0.600 -1.973 -2.371  0.270
H 1.688 -3.510 -4.031  0.447
H 1.872 -2.934 -5.612  0.466
H -0.642 -4.026 -4.473  0.242
H 0.509 -4.952 -5.474  0.251
H -0.340 -3.547 -6.181  0.251

Computed properties:
- F_max: 0.07599 hartree/bohr
- Total charge: +1
- LUMO level: -3.9 eV
- Energy relative to the best compared isomer or geometry (same formula, charge and spin): 509.22 kJ/mol